one:
{
  "formula": "C4H9NO2",
  "method": "ωB97M-V/def2-TZVPD",
  "charge": -2,
  "smiles": "N[C@@H](C[O-])CC[O-]",
  "lumo_energy_ev": 7.334,
  "homo_energy_ev": 1.04,
  "orbital_gap_ev": 6.3,
  "elements": ["N", "C", "C", "O", "C", "C", "O", "H", "H", "H", "H", "H", "H", "H", "H", "H"],
  "positions_angstrom": [[1.39, -0.41, -0.72], [0.07, 0.27, -0.69], [-0.87, -0.46, -1.69], [-0.19, -0.89, -2.73], [-0.52, 0.21, 0.73], [0.36, 0.67, 1.99], [-0.25, 0.75, 3.15], [1.36, -1.14, -0.04], [1.45, -0.85, -1.69], [0.16, 1.30, -1.03], [-1.44, -1.40, -1.15], [-1.70, 0.22, -2.02], [-0.75, -0.87, 1.16], [-1.46, 0.72, 0.62], [1.20, 0.13, 2.23], [0.74, 1.74, 1.54]]
}


two:
{
  "formula": "C4H9NO2",
  "method": "ωB97M-V/def2-TZVPD",
  "charge": -2,
  "lumo_energy_ev": 6.933,
  "homo_energy_ev": 1.18,
  "orbital_gap_ev": 5.8,
  "elements": ["C", "O", "C", "C", "C", "O", "N", "H", "H", "H", "H", "H", "H", "H", "H", "H"],
  "positions_angstrom": [[-0.66, 0.34, -1.32], [-0.23, -0.31, -2.52], [-0.72, -0.23, 0.09], [0.61, -0.96, 0.14], [1.67, 0.06, 0.63], [2.91, -0.54, 0.89], [-1.67, -0.02, 1.65], [-1.69, 0.67, -1.54], [-0.18, 1.32, -1.25], [-1.85, -0.37, 0.24], [1.13, -1.02, -0.85], [0.56, -1.93, 0.61], [1.80, 0.68, -0.30], [1.12, 0.69, 1.30], [-0.60, 0.80, 0.65], [-2.20, 0.81, 1.59]]
}


Short version: two is the least stable of them.


one:
{
  "formula": "C4H9NO4",
  "method": "ωB97M-V/def2-TZVPD",
  "lumo_energy_ev": -0.229,
  "homo_energy_ev": -9.46,
  "orbital_gap_ev": 9.2,
  "elements": ["C", "N", "O", "H", "H", "H", "H", "H", "C", "C", "C", "O", "O", "O", "H", "H", "H", "H"],
  "positions_angstrom": [[2.01, -0.86, 0.49], [0.88, -1.53, 0.26], [0.89, -2.07, -1.05], [0.15, -2.69, -1.04], [-0.09, -0.56, 0.17], [1.56, 0.55, 0.08], [2.84, -0.99, -0.19], [2.21, -0.69, 1.54], [-1.03, 0.63, -1.51], [-1.39, 0.92, 1.01], [-0.42, 0.70, -0.12], [-0.77, 1.20, 2.17], [-2.59, 0.87, 0.90], [0.75, 1.33, -0.01], [-1.46, 1.35, 2.84], [-1.23, 1.63, -1.88], [-0.32, 0.13, -2.18], [-1.97, 0.07, -1.50]]
}


two:
{
  "formula": "C4H9NO4",
  "method": "ωB97M-V/def2-TZVPD",
  "smiles": "CC(=O)NCC(=O)O.O",
  "lumo_energy_ev": 0.519,
  "homo_energy_ev": -9.44,
  "orbital_gap_ev": 10.0,
  "elements": ["C", "C", "O", "N", "C", "C", "O", "O", "H", "H", "H", "H", "H", "H", "H", "O", "H", "H"],
  "positions_angstrom": [[-1.19, 1.93, 0.56], [-0.06, 1.47, -0.32], [0.71, 2.26, -0.83], [0.07, 0.13, -0.59], [-0.68, -0.92, 0.05], [-0.04, -1.29, 1.37], [0.86, -0.72, 1.91], [-0.58, -2.41, 1.92], [-0.72, 2.48, 1.38], [-1.73, 2.71, 0.01], [-1.93, 1.23, 0.93], [0.68, -0.07, -1.38], [-1.73, -0.63, 0.15], [-0.72, -1.81, -0.58], [0.08, -2.72, 2.57], [0.77, -0.35, -3.20], [0.37, 0.29, -3.79], [1.68, -0.58, -3.40]]
}


Short version: one is the least stable of them.


one:
{
  "formula": "C33H37CsN4",
  "method": "ωB97M-V/def2-TZVPD",
  "lumo_energy_ev": -0.442,
  "homo_energy_ev": -6.38,
  "orbital_gap_ev": 5.9,
  "elements": ["Cs", "C", "C", "N", "C", "C", "C", "C", "C", "C", "C", "C", "C", "N", "C", "H", "H", "H", "H", "H", "H", "H", "H", "C", "C", "C", "C", "C", "C", "C", "C", "C", "C", "C", "C", "N", "C", "C", "C", "C", "C", "N", "C", "C", "C", "C", "H", "H", "H", "H", "H", "H", "H", "H", "H", "H", "H", "H", "H", "H", "H", "H", "H", "H", "H", "H", "H", "H", "H", "H", "H", "H", "H", "H", "H"],
  "positions_angstrom": [[-0.16, 0.56, -0.46], [2.81, 4.94, -1.75], [2.12, 3.74, -1.55], [1.12, 3.60, -0.71], [0.72, 4.68, -0.01], [1.34, 5.93, -0.13], [2.41, 6.04, -1.04], [0.89, 7.05, 0.64], [-0.14, 6.92, 1.49], [-0.81, 5.66, 1.66], [-1.89, 5.51, 2.54], [-2.50, 4.29, 2.66], [-2.01, 3.23, 1.88], [-1.00, 3.34, 1.04], [-0.40, 4.54, 0.92], [3.63, 4.99, -2.45], [2.42, 2.85, -2.10], [2.91, 7.00, -1.15], [1.39, 8.00, 0.51], [-0.49, 7.77, 2.08], [-2.23, 6.36, 3.12], [-3.33, 4.13, 3.33], [-2.47, 2.25, 1.95], [-0.51, -5.92, 2.42], [-0.39, -4.53, 1.80], [-1.56, -3.65, 2.24], [0.92, -3.82, 2.13], [1.70, -4.22, 3.21], [2.81, -3.50, 3.61], [3.15, -2.34, 2.93], [2.41, -1.91, 1.84], [2.77, -0.59, 1.18], [2.34, 0.58, 2.06], [4.25, -0.47, 0.83], [1.31, -2.66, 1.41], [0.54, -2.19, 0.33], [0.42, -2.95, -0.72], [-0.40, -2.72, -1.86], [-0.53, -3.64, -2.91], [-1.44, -3.08, -3.79], [-1.83, -1.85, -3.22], [-1.20, -1.62, -2.06], [-2.85, -0.88, -3.77], [-2.64, 0.53, -3.19], [-2.74, -0.79, -5.29], [-4.26, -1.36, -3.39], [-1.41, -6.40, 2.05], [-0.58, -5.87, 3.51], [0.34, -6.55, 2.16], [-0.46, -4.66, 0.72], [-1.53, -3.49, 3.32], [-2.51, -4.14, 2.00], [-1.54, -2.69, 1.74], [1.42, -5.11, 3.76], [3.40, -3.84, 4.45], [4.01, -1.77, 3.26], [2.22, -0.54, 0.24], [2.95, 0.62, 2.97], [1.30, 0.50, 2.39], [2.47, 1.53, 1.53], [4.88, -0.48, 1.72], [4.45, 0.46, 0.30], [4.57, -1.30, 0.19], [0.99, -3.89, -0.76], [-0.01, -4.58, -3.01], [-1.79, -3.50, -4.72], [-1.63, 0.88, -3.38], [-2.83, 0.55, -2.11], [-3.34, 1.22, -3.66], [-1.75, -0.45, -5.59], [-3.48, -0.10, -5.69], [-2.91, -1.77, -5.75], [-4.36, -1.44, -2.31], [-4.45, -2.35, -3.82], [-5.02, -0.67, -3.77]]
}


two:
{
  "formula": "C33H37CsN4",
  "method": "ωB97M-V/def2-TZVPD",
  "lumo_energy_ev": -0.410,
  "homo_energy_ev": -6.70,
  "orbital_gap_ev": 6.3,
  "elements": ["Cs", "C", "C", "N", "C", "C", "C", "C", "C", "C", "C", "C", "C", "N", "C", "H", "H", "H", "H", "H", "H", "H", "H", "C", "C", "C", "C", "C", "C", "C", "C", "C", "C", "C", "C", "N", "C", "C", "C", "C", "C", "N", "C", "C", "C", "C", "H", "H", "H", "H", "H", "H", "H", "H", "H", "H", "H", "H", "H", "H", "H", "H", "H", "H", "H", "H", "H", "H", "H", "H", "H", "H", "H", "H", "H"],
  "positions_angstrom": [[-0.26, -0.01, 0.12], [-4.07, 2.74, -1.78], [-2.95, 1.95, -1.50], [-2.28, 1.99, -0.38], [-2.70, 2.84, 0.59], [-3.81, 3.68, 0.41], [-4.50, 3.61, -0.82], [-4.23, 4.56, 1.46], [-3.57, 4.58, 2.64], [-2.45, 3.72, 2.88], [-1.78, 3.69, 4.11], [-0.72, 2.83, 4.28], [-0.35, 2.02, 3.20], [-0.95, 2.03, 2.04], [-2.00, 2.86, 1.86], [-4.58, 2.65, -2.73], [-2.59, 1.24, -2.25], [-5.36, 4.25, -0.98], [-5.09, 5.20, 1.29], [-3.89, 5.23, 3.44], [-2.10, 4.34, 4.91], [-0.19, 2.77, 5.22], [0.47, 1.32, 3.31], [2.16, -1.96, -2.57], [2.82, -1.25, -1.40], [3.60, -0.02, -1.86], [3.68, -2.19, -0.58], [4.84, -2.69, -1.17], [5.69, -3.53, -0.48], [5.39, -3.86, 0.83], [4.25, -3.38, 1.46], [4.05, -3.75, 2.92], [4.12, -2.53, 3.84], [2.80, -4.58, 3.19], [3.37, -2.55, 0.74], [2.23, -2.07, 1.42], [1.07, -2.54, 1.12], [-0.12, -2.26, 1.88], [-0.23, -1.72, 3.17], [-1.60, -1.55, 3.39], [-2.24, -1.97, 2.21], [-1.36, -2.41, 1.30], [-3.72, -1.93, 1.89], [-3.96, -0.86, 0.82], [-4.54, -1.58, 3.13], [-4.17, -3.29, 1.34], [1.52, -1.27, -3.14], [1.56, -2.80, -2.24], [2.91, -2.34, -3.26], [2.03, -0.90, -0.73], [4.40, -0.29, -2.55], [4.06, 0.50, -1.02], [2.95, 0.68, -2.38], [5.07, -2.42, -2.19], [6.58, -3.92, -0.95], [6.06, -4.50, 1.39], [4.91, -4.39, 3.17], [3.29, -1.86, 3.65], [5.05, -1.99, 3.71], [4.06, -2.86, 4.89], [1.89, -3.98, 3.16], [2.87, -5.02, 4.18], [2.70, -5.39, 2.46], [0.92, -3.18, 0.23], [0.58, -1.54, 3.85], [-2.07, -1.21, 4.30], [-3.66, 0.12, 1.19], [-5.02, -0.81, 0.54], [-3.39, -1.09, -0.08], [-4.27, -0.60, 3.52], [-4.39, -2.32, 3.92], [-5.61, -1.57, 2.89], [-3.58, -3.56, 0.47], [-5.23, -3.26, 1.06], [-4.04, -4.07, 2.10]]
}


Short version: two is the least stable of them.


one:
{
  "formula": "C2H3F3",
  "method": "ωB97M-V/def2-TZVPD",
  "lumo_energy_ev": 0.977,
  "homo_energy_ev": -11.74,
  "orbital_gap_ev": 12.7,
  "elements": ["C", "C", "F", "F", "F", "H", "H", "H"],
  "positions_angstrom": [[-0.78, -0.11, 0.14], [0.70, 0.04, -0.02], [-1.31, -0.39, -1.15], [1.10, 0.93, 0.95], [0.97, 0.71, -1.12], [-1.05, 0.84, 0.37], [-1.14, -0.84, 0.90], [1.52, -1.19, -0.07]]
}


two:
{
  "formula": "C2H3F3",
  "method": "ωB97M-V/def2-TZVPD",
  "lumo_energy_ev": 0.612,
  "homo_energy_ev": -10.23,
  "orbital_gap_ev": 10.8,
  "elements": ["C", "C", "F", "F", "F", "H", "H", "H"],
  "positions_angstrom": [[-0.25, -0.95, -0.77], [0.20, 0.71, 0.57], [0.76, 0.24, 1.67], [1.08, 1.57, -0.07], [-0.93, 1.43, 0.85], [-1.08, -1.12, -0.08], [-0.48, -0.41, -1.64], [0.71, -1.47, -0.53]]
}


Short version: two is the least stable of them.


one:
{
  "formula": "C4H16N2O4",
  "method": "ωB97M-V/def2-TZVPD",
  "smiles": "OCNCCNCO.O.O",
  "lumo_energy_ev": 0.609,
  "homo_energy_ev": -9.28,
  "orbital_gap_ev": 9.9,
  "elements": ["O", "C", "N", "C", "C", "N", "C", "O", "H", "H", "H", "H", "H", "H", "H", "H", "H", "H", "H", "H", "O", "H", "H", "O", "H", "H"],
  "positions_angstrom": [[-2.78, 1.02, 1.54], [-1.57, 0.40, 1.11], [-1.65, 0.01, -0.29], [-1.19, 1.01, -1.26], [0.16, 0.67, -1.86], [1.19, 1.22, -0.97], [2.36, 0.38, -1.00], [3.09, 0.25, -2.20], [-2.82, 1.88, 1.11], [-0.68, 1.04, 1.25], [-1.38, -0.46, 1.73], [-2.60, -0.27, -0.48], [-2.02, 1.11, -1.99], [-1.37, 2.08, -1.02], [0.23, -0.42, -1.99], [0.20, 0.96, -2.92], [1.30, 2.21, -1.18], [2.07, -0.59, -0.60], [3.05, 0.75, -0.22], [2.71, -0.46, -2.71], [1.04, -1.19, 2.88], [0.43, -1.86, 2.56], [1.95, -1.50, 2.93], [-0.70, -2.84, 1.36], [-0.61, -2.09, 0.76], [-1.31, -3.40, 0.86]]
}


two:
{
  "formula": "C4H16N2O4",
  "method": "ωB97M-V/def2-TZVPD",
  "smiles": "CC(=O)NCCN.O.O.O",
  "lumo_energy_ev": 0.373,
  "homo_energy_ev": -9.60,
  "orbital_gap_ev": 10.0,
  "elements": ["C", "C", "O", "N", "C", "C", "N", "H", "H", "H", "H", "H", "H", "H", "H", "H", "H", "O", "H", "H", "O", "H", "H", "O", "H", "H"],
  "positions_angstrom": [[0.93, -1.75, 1.37], [-0.11, -1.50, 0.33], [0.07, -1.78, -0.86], [-1.32, -0.94, 0.63], [-1.54, -0.13, 1.82], [-0.70, 1.17, 1.73], [-1.05, 2.02, 0.60], [0.92, -2.62, 2.04], [1.91, -1.76, 0.89], [0.96, -0.97, 2.13], [-1.78, -0.65, -0.22], [-2.56, 0.23, 1.91], [-1.35, -0.72, 2.71], [-0.82, 1.75, 2.65], [0.38, 0.98, 1.65], [-2.05, 2.17, 0.58], [-0.88, 1.52, -0.26], [-1.37, 0.44, -2.05], [-1.99, 0.56, -2.80], [-0.86, -0.33, -2.29], [2.63, -0.57, -1.46], [2.68, 0.31, -1.04], [1.74, -0.94, -1.28], [1.98, 2.11, -1.13], [1.11, 2.33, -0.78], [1.74, 1.93, -2.05]]
}


Short version: one is the least stable of them.


one:
{
  "formula": "C4H2",
  "method": "ωB97M-V/def2-TZVPD",
  "smiles": "C#CC#C",
  "lumo_energy_ev": 0.157,
  "homo_energy_ev": -9.35,
  "orbital_gap_ev": 9.5,
  "elements": ["C", "C", "C", "C", "H", "H"],
  "positions_angstrom": [[-0.43, -1.15, -0.90], [0.69, -1.04, -0.43], [0.82, 0.16, 0.30], [0.43, 1.16, 0.85], [-1.41, -0.99, -1.29], [-0.09, 1.86, 1.46]]
}


two:
{
  "formula": "C4H2",
  "method": "ωB97M-V/def2-TZVPD",
  "lumo_energy_ev": -1.249,
  "homo_energy_ev": -10.35,
  "orbital_gap_ev": 9.1,
  "elements": ["C", "C", "C", "C", "H", "H"],
  "positions_angstrom": [[1.34, -0.48, 0.26], [-1.34, -0.46, -0.27], [0.50, 0.01, -0.62], [-0.49, -0.02, 0.61], [0.40, 0.50, -1.56], [-0.40, 0.45, 1.58]]
}


Short version: two is the least stable of them.


one:
{
  "formula": "CH2BrNO",
  "method": "ωB97M-V/def2-TZVPD",
  "lumo_energy_ev": [-0.536, -0.550],
  "homo_energy_ev": [-8.14, -10.85],
  "orbital_gap_ev": [7.6, 10.3],
  "elements": ["C", "N", "O", "Br", "H", "H"],
  "positions_angstrom": [[-1.44, 0.94, 0.06], [1.44, -0.87, 0.03], [-0.87, -0.07, 0.11], [-3.12, 1.53, -0.25], [2.10, -1.52, 0.40], [1.89, 0.00, -0.36]]
}


two:
{
  "formula": "CH2BrNO",
  "method": "ωB97M-V/def2-TZVPD",
  "lumo_energy_ev": [-0.516, -0.421],
  "homo_energy_ev": [-8.78, -8.97],
  "orbital_gap_ev": [8.3, 8.5],
  "elements": ["C", "N", "O", "Br", "H", "H"],
  "positions_angstrom": [[0.53, 0.80, 0.40], [-1.23, -0.47, -0.29], [0.49, 1.17, 1.49], [0.06, -1.75, -0.07], [1.34, 0.66, -0.20], [-1.18, -0.41, -1.32]]
}


Short version: one is the least stable of them.


one:
{
  "formula": "CH5PS2",
  "method": "ωB97M-V/def2-TZVPD",
  "lumo_energy_ev": [-2.726, -2.726],
  "homo_energy_ev": [-8.72, -8.72],
  "orbital_gap_ev": [6.0, 6.0],
  "elements": ["C", "P", "S", "S", "H", "H", "H", "H", "H"],
  "positions_angstrom": [[-1.08, -1.19, 0.84], [2.36, 1.50, -2.05], [-0.60, 0.50, 0.88], [1.35, -0.04, -1.39], [-1.01, -1.49, -0.24], [-2.02, -1.50, 1.36], [-0.47, -1.94, 1.28], [1.44, 2.25, -2.57], [2.43, 2.05, -0.78]]
}


two:
{
  "formula": "CH5PS2",
  "method": "ωB97M-V/def2-TZVPD",
  "smiles": "PC(S)S",
  "lumo_energy_ev": 0.692,
  "homo_energy_ev": -9.12,
  "orbital_gap_ev": 9.8,
  "elements": ["P", "C", "S", "S", "H", "H", "H", "H", "H"],
  "positions_angstrom": [[1.44, 0.78, -0.07], [-0.33, 0.16, -0.70], [-0.53, -1.50, 0.04], [-1.43, 1.41, -0.16], [1.03, 0.33, 1.24], [2.49, -0.23, -0.32], [-0.44, 0.17, -1.77], [-1.90, -1.88, -0.24], [-0.62, 1.82, 0.73]]
}


Short version: one is the least stable of them.